Arrangement P

12
Properties=species:S:1:pos:R:3:nbo_charge:R:1 method="wB97M-V/def2-TZVPD" total_charge=0 gap_ev=7.957 homo_ev=-9.1
H -2.555 0.244 0.965 0.36
N -1.561 0.093 1.180 -0.53
C -0.789 0.760 0.452 0.15
C -0.760 1.077 -0.993 0.29
O -1.590 0.523 -1.726 -0.50
C 0.880 0.245 0.249 0.54
C 1.148 -1.224 0.195 -0.74
O 1.697 1.119 0.403 -0.51
H -0.135 1.939 -1.274 0.17
H 2.118 -1.427 0.654 0.25
H 1.153 -1.555 -0.846 0.25
H 0.393 -1.792 0.740 0.25

Arrangement Q

12
Properties=species:S:1:pos:R:3:nbo_charge:R:1 method="wB97M-V/def2-TZVPD" total_charge=0 gap_ev="7.827 / 7.824" homo_ev="-10.2 / -10.2"
C -2.011 -0.254 0.542 -0.27
C 0.591 0.132 -0.371 0.67
C 1.154 -0.798 -1.094 -0.58
O 0.224 1.136 0.297 -0.28
O -1.238 0.240 -0.529 -0.48
C 2.112 1.290 0.597 0.20
N 3.105 1.742 0.992 -0.37
H -2.506 0.568 1.067 0.19
H -1.425 -0.852 1.248 0.18
H -2.779 -0.895 0.092 0.20
H 0.542 -1.420 -1.733 0.28
H 2.231 -0.888 -1.109 0.27

Arrangement R

12
Properties=species:S:1:pos:R:3:nbo_charge:R:1 method="wB97M-V/def2-TZVPD" total_charge=0 gap_ev=6.899 homo_ev=-8.4
C 0.526 1.338 1.193 -0.22
C -1.276 -0.134 1.245 0.23
C -0.218 0.283 0.645 -0.13
C 0.214 -0.407 -0.618 -0.62
N 0.423 1.618 2.475 0.46
O 1.193 2.395 2.992 -0.43
O -0.575 1.069 3.065 -0.47
H 1.193 2.024 0.645 0.23
H -2.002 -0.482 1.846 0.23
H -0.009 0.027 -1.661 0.26
H 1.202 -0.832 -0.477 0.25
H -0.366 -1.377 -0.690 0.22

On energetic grounds, arrangement P is preferred over the next structure by 0.1630 hartree.

Arrangement P

12
Properties=species:S:1:pos:R:3:nbo_charge:R:1 method="wB97M-V/def2-TZVPD" total_charge=0 gap_ev=10.509 homo_ev=-9.6
N 0.434 1.272 1.038 -0.81
C 0.163 0.240 0.110 -0.03
C -1.165 0.097 -0.620 -0.41
C -0.664 -1.018 0.211 0.07
O 0.306 -1.776 -0.547 -0.49
C 1.158 -0.686 -0.550 0.77
O 2.306 -0.657 -0.870 -0.54
H 0.400 2.186 0.601 0.37
H 1.358 1.151 1.439 0.38
H -1.972 0.674 -0.176 0.24
H -1.192 0.003 -1.703 0.23
H -1.131 -1.486 1.067 0.22

Arrangement Q

12
Properties=species:S:1:pos:R:3:nbo_charge:R:1 method="wB97M-V/def2-TZVPD" smiles="Cc1coc(=O)[nH]1" total_charge=0 gap_ev=9.342 homo_ev=-8.6
C 0.534 -1.218 -1.122 -0.64
C -0.133 -0.245 -0.219 0.09
C -0.941 -0.462 0.818 0.04
O -1.033 0.669 1.600 -0.45
C -0.220 1.633 1.062 0.86
O -0.016 2.720 1.547 -0.61
N 0.293 1.079 -0.083 -0.61
H 0.613 -0.894 -2.160 0.22
H 1.548 -1.382 -0.746 0.23
H 0.011 -2.175 -1.101 0.23
H -1.479 -1.337 1.149 0.21
H 0.824 1.611 -0.746 0.42

On energetic grounds, arrangement Q is preferred over the next structure by 0.0655 hartree.

Arrangement P

12
Properties=species:S:1:pos:R:3:nbo_charge:R:1 method="wB97M-V/def2-TZVPD" smiles="O=C[C@H]1CN1C=O" total_charge=0 gap_ev=10.764 homo_ev=-10.2
O 2.332 0.249 -1.237 -0.49
C 1.400 -0.285 -0.689 0.41
C 0.718 0.350 0.496 -0.17
C -0.467 1.201 0.217 -0.23
N -0.630 -0.065 0.901 -0.46
C -1.254 -1.103 0.177 0.53
O -1.792 -0.976 -0.895 -0.54
H 1.014 -1.265 -1.033 0.12
H 1.392 0.620 1.307 0.24
H -0.822 1.258 -0.809 0.23
H -0.646 2.074 0.838 0.22
H -1.245 -2.058 0.726 0.13

Arrangement Q

12
Properties=species:S:1:pos:R:3:nbo_charge:R:1 method="wB97M-V/def2-TZVPD" smiles="O=C[C@H]1CN=CO1" total_charge=0 gap_ev=10.844 homo_ev=-10.1
O -2.404 -0.872 -1.193 -0.49
C -1.623 -0.117 -0.673 0.43
C -0.302 -0.553 -0.080 -0.04
C 0.953 0.149 -0.652 -0.27
N 1.704 0.572 0.536 -0.45
C 0.921 0.404 1.514 0.38
O -0.306 -0.136 1.299 -0.49
H -1.824 0.970 -0.572 0.11
H -0.236 -1.644 -0.120 0.20
H 0.704 1.042 -1.241 0.20
H 1.552 -0.512 -1.284 0.22
H 1.123 0.656 2.550 0.20

Arrangement R

12
Properties=species:S:1:pos:R:3:nbo_charge:R:1 method="wB97M-V/def2-TZVPD" smiles="C=CNC(=O)C=O" total_charge=0 gap_ev=9.886 homo_ev=-9.7
C -1.718 0.713 -0.422 -0.40
C -1.322 -0.543 0.143 -0.05
N -0.086 -1.161 0.030 -0.62
C 1.100 -0.671 0.038 0.59
O 2.130 -1.281 -0.500 -0.63
C 1.687 0.831 0.486 0.35
O 1.354 1.750 -0.349 -0.53
H -2.576 1.288 0.108 0.23
H -1.019 1.386 -1.089 0.25
H -1.897 -1.131 1.039 0.21
H -0.163 -2.208 -0.675 0.43
H 2.510 1.028 1.191 0.18

On energetic grounds, arrangement Q is preferred over the next structure by 0.0318 hartree.

Arrangement P

21
Properties=species:S:1:pos:R:3:nbo_charge:R:1 method="wB97M-V/def2-TZVPD" smiles="CC[C@H](N)C=O.O.O" total_charge=0 gap_ev=9.866 homo_ev=-9.3
C 1.584 0.524 0.668 -0.61
C 1.186 -0.443 -0.447 -0.40
C -0.354 -0.324 -0.677 -0.17
N -1.055 -1.583 -0.805 -0.86
C -0.596 0.563 -1.860 0.47
O -0.861 1.736 -1.735 -0.56
H 2.673 0.624 0.763 0.21
H 1.343 1.527 0.315 0.22
H 1.106 0.222 1.592 0.22
H 1.775 -0.182 -1.328 0.20
H 1.407 -1.477 -0.179 0.21
H -0.735 0.186 0.192 0.22
H -0.606 -2.348 -1.275 0.37
H -1.598 -1.855 -0.009 0.38
H -0.488 0.149 -2.876 0.12
O -1.065 2.688 0.993 -0.97
H -1.339 3.608 0.858 0.46
H -0.979 2.408 0.065 0.48
O 1.097 -2.779 2.829 -0.94
H 0.211 -2.784 2.442 0.47
H 0.947 -2.674 3.784 0.47

Arrangement Q

21
Properties=species:S:1:pos:R:3:nbo_charge:R:1 method="wB97M-V/def2-TZVPD" smiles="CCCC(N)=O.O.O" total_charge=0 gap_ev=10.500 homo_ev=-9.9
C -1.993 1.441 0.663 -0.65
C -1.087 0.420 0.034 -0.37
C 0.189 0.163 0.980 -0.54
C 1.177 -0.719 0.371 0.68
N 1.655 -1.895 1.013 -0.85
O 1.874 -0.200 -0.471 -0.63
H -2.993 1.652 0.283 0.23
H -1.573 2.494 0.486 0.22
H -2.139 1.401 1.721 0.21
H -1.537 -0.740 -0.246 0.21
H -0.657 0.933 -0.935 0.20
H 0.769 1.181 1.056 0.25
H 0.001 0.125 2.063 0.23
H 1.547 -1.814 2.094 0.40
H 2.546 -2.174 0.565 0.41
O -0.228 -2.888 -2.207 -0.93
H -0.742 -2.574 -2.979 0.47
H -1.009 -3.281 -1.701 0.46
O 1.392 2.598 -0.987 -0.94
H 2.101 1.961 -0.760 0.48
H 0.706 1.915 -1.044 0.46

On energetic grounds, arrangement P is preferred over the next structure by 0.0325 hartree.

Arrangement P

21
Properties=species:S:1:pos:R:3:nbo_charge:R:1 method="wB97M-V/def2-TZVPD" smiles="C=N/C=C/C.O.O.O" total_charge=0 gap_ev=9.570 homo_ev=-9.2
C 0.473 -0.274 -2.481 -0.03
N 1.261 -0.083 -1.516 -0.44
C 0.812 0.581 -0.356 -0.07
C -0.179 1.465 -0.286 -0.16
C -0.548 2.179 0.971 -0.66
H -0.599 -0.062 -2.461 0.14
H 0.822 -0.722 -3.397 0.17
H 1.500 0.513 0.479 0.17
H -0.697 1.697 -1.208 0.19
H -0.851 1.488 1.769 0.23
H -1.404 2.852 0.885 0.22
H 0.308 2.733 1.357 0.23
O -2.318 -1.161 0.417 -0.96
H -2.763 -0.777 -0.343 0.46
H -1.623 -1.728 0.049 0.49
O -0.063 -2.736 -0.624 -0.97
H 0.813 -2.342 -0.665 0.49
H -0.005 -3.687 -0.476 0.49
O 1.952 0.035 2.906 -0.93
H 2.089 -0.221 1.993 0.46
H 1.018 0.251 2.986 0.47

Arrangement Q

21
Properties=species:S:1:pos:R:3:nbo_charge:R:1 method="wB97M-V/def2-TZVPD" smiles=C[C@@H](O)[C@@H](N)CO.O total_charge=0 gap_ev=10.104 homo_ev=-9.4
C 0.149 -1.408 -1.331 -0.65
C -0.820 -0.279 -0.921 0.10
O -1.999 -0.896 -0.367 -0.75
C -0.318 0.649 0.187 -0.08
N -1.306 1.681 0.386 -0.83
C 0.095 -0.049 1.474 -0.09
O 0.457 0.990 2.403 -0.73
H -0.393 -2.294 -1.651 0.23
H 0.719 -1.034 -2.190 0.20
H 0.895 -1.701 -0.595 0.21
H -1.043 0.315 -1.804 0.18
H -2.729 -0.819 -0.976 0.48
H 0.550 1.161 -0.228 0.17
H -0.871 2.520 0.729 0.37
H -2.043 1.384 1.009 0.37
H 0.980 -0.658 1.279 0.17
H -0.742 -0.605 1.899 0.18
H 0.546 0.568 3.251 0.47
O 2.997 0.269 -0.757 -0.93
H 2.713 -0.398 -1.387 0.47
H 2.163 0.601 -0.411 0.46

On energetic grounds, arrangement Q is preferred over the next structure by 0.0335 hartree.

Arrangement P

15
Properties=species:S:1:pos:R:3:nbo_charge:R:1 method="wB97M-V/def2-TZVPD" smiles=N#C[C@H](N)C1CC1 total_charge=0 gap_ev=11.310 homo_ev=-10.4
N -2.916 0.096 1.102 -0.33
C -1.765 0.106 0.963 0.26
C -0.270 0.169 0.848 -0.14
N 0.278 1.255 1.659 -0.79
C 0.252 0.244 -0.585 -0.23
C -0.058 -0.826 -1.593 -0.42
C 1.316 -0.739 -0.986 -0.40
H 0.137 -0.770 1.254 0.23
H 0.016 1.094 2.625 0.36
H -0.130 2.156 1.409 0.36
H 0.341 1.253 -0.968 0.22
H -0.734 -1.628 -1.302 0.22
H -0.184 -0.504 -2.625 0.22
H 2.173 -0.451 -1.597 0.22
H 1.543 -1.455 -0.204 0.21

Arrangement Q

15
Properties=species:S:1:pos:R:3:nbo_charge:R:1 method="wB97M-V/def2-TZVPD" total_charge=0 gap_ev=6.627 homo_ev=-7.8
C 2.516 -0.626 0.107 -0.42
N 1.143 -0.152 0.083 -0.04
C 0.726 1.139 -0.290 -0.22
C -0.633 1.234 -0.227 -0.23
C -0.950 -0.127 0.231 -0.07
C -2.154 -0.642 0.562 -0.12
N 0.195 -0.956 0.362 -0.17
H 3.173 0.183 0.429 0.22
H 2.793 -0.951 -0.898 0.23
H 2.566 -1.463 0.801 0.24
H 1.488 1.851 -0.589 0.21
H -2.461 1.302 -1.048 0.06
H -3.098 0.912 -1.180 -0.10
H -3.011 0.010 0.698 0.22
H -2.306 -1.704 0.730 0.21

Arrangement R

15
Properties=species:S:1:pos:R:3:nbo_charge:R:1 method="wB97M-V/def2-TZVPD" total_charge=0 gap_ev=8.944 homo_ev=-8.4
C -1.027 -1.383 0.108 -0.63
C -0.324 -0.043 0.199 0.08
C 0.689 0.047 1.320 -0.64
N 0.169 0.348 -1.190 -0.55
C -1.110 1.086 -0.353 -0.30
C 1.202 1.170 -1.482 0.41
N 2.021 1.925 -1.805 -0.31
H -1.675 -1.479 0.986 0.24
H -0.336 -2.233 0.086 0.21
H -1.684 -1.398 -0.767 0.23
H 1.304 -0.857 1.396 0.22
H 1.342 0.920 1.224 0.23
H 0.130 0.151 2.257 0.24
H -0.107 -0.266 -1.949 0.44
H -0.592 2.011 -0.033 0.14

On energetic grounds, arrangement P is preferred over the next structure by 0.1052 hartree.

Arrangement P

15
Properties=species:S:1:pos:R:3:nbo_charge:R:1 method="wB97M-V/def2-TZVPD" smiles=C[C@H]1[C@@H](C#N)N1C total_charge=0 gap_ev=10.488 homo_ev=-9.6
C 0.858 1.651 -0.725 -0.63
C 0.314 0.190 -0.722 -0.03
C 0.507 -0.741 0.460 -0.20
C 1.497 -0.259 1.403 0.27
N 2.438 0.154 1.933 -0.32
N -0.768 -0.110 0.273 -0.39
C -1.916 -1.057 0.214 -0.42
H 0.949 2.091 0.273 0.23
H 1.850 1.778 -1.195 0.22
H 0.187 2.300 -1.305 0.22
H 0.358 -0.220 -1.737 0.21
H 0.477 -1.840 0.431 0.23
H -1.647 -2.130 0.168 0.18
H -2.602 -0.858 -0.613 0.21
H -2.502 -0.949 1.141 0.21

Arrangement Q

15
Properties=species:S:1:pos:R:3:nbo_charge:R:1 method="wB97M-V/def2-TZVPD" total_charge=0 gap_ev=7.548 homo_ev=-7.2
C -1.335 0.317 0.914 -0.39
C -0.955 -0.521 -1.392 -0.67
N -0.256 0.038 -0.063 -0.32
C 0.780 -0.822 0.449 -0.05
C 1.950 -0.183 0.323 -0.08
N 1.765 1.100 -0.236 -0.40
C 0.511 1.205 -0.443 0.27
H -2.031 1.005 0.437 0.24
H -1.855 -0.624 1.098 0.23
H -0.915 0.720 1.841 0.20
H -0.195 -0.318 -2.164 0.15
H -0.908 -1.610 -1.229 0.14
H 0.512 -1.798 0.827 0.24
H 2.944 -0.541 0.547 0.22
H -0.012 2.031 -0.908 0.22

On energetic grounds, arrangement P is preferred over the next structure by 0.0781 hartree.

Arrangement P

15
Properties=species:S:1:pos:R:3:nbo_charge:R:1 method="wB97M-V/def2-TZVPD" total_charge=0 gap_ev="8.476 / 8.476" homo_ev="-7.9 / -7.9"
C -2.694 0.484 -0.709 0.19
C -1.352 -1.082 0.743 -0.39
C -1.619 -0.054 -0.073 -0.21
C 2.067 0.103 0.751 -0.41
C 0.347 0.774 -0.932 -0.08
N -3.600 0.954 -1.305 -0.34
N 1.370 -0.087 -0.530 -0.61
H -0.427 -1.197 1.102 0.17
H -2.108 -1.555 1.352 0.19
H 1.868 -0.839 1.338 0.20
H 3.154 0.150 0.581 0.21
H 1.486 1.028 1.146 0.22
H -0.093 0.516 -1.891 0.22
H 0.309 1.818 -0.506 0.22
H 1.292 -1.014 -1.066 0.41

Arrangement Q

15
Properties=species:S:1:pos:R:3:nbo_charge:R:1 method="wB97M-V/def2-TZVPD" smiles=Cc1c[nH]c(N)c1 total_charge=0 gap_ev=8.701 homo_ev=-7.7
C 0.428 1.091 2.082 -0.62
C 0.196 0.232 0.876 -0.09
C -0.002 -1.123 0.831 -0.09
N -0.245 -1.480 -0.480 -0.52
C -0.213 -0.361 -1.270 0.28
N -0.628 -0.390 -2.621 -0.83
C 0.097 0.705 -0.467 -0.35
H 1.395 1.601 2.015 0.21
H -0.344 1.867 2.165 0.21
H 0.409 0.503 3.006 0.21
H 0.033 -1.863 1.623 0.21
H -0.518 -2.395 -0.800 0.41
H -0.947 0.542 -2.875 0.38
H 0.108 -0.649 -3.270 0.37
H 0.231 1.721 -0.814 0.21

Arrangement R

15
Properties=species:S:1:pos:R:3:nbo_charge:R:1 method="wB97M-V/def2-TZVPD" total_charge=0 gap_ev=8.495 homo_ev=-8.0
C -1.756 0.209 0.473 -0.77
C -0.588 -0.632 0.083 0.22
C 0.945 0.718 -0.253 -0.24
C 0.103 1.335 -1.060 0.37
N -0.620 1.955 -1.836 -0.60
N 0.557 -0.212 0.788 -0.53
C 1.519 -1.316 0.891 -0.41
H -1.597 1.184 0.948 0.21
H -2.510 0.262 -0.309 0.23
H -2.158 -0.424 1.272 0.27
H -1.009 1.348 -2.562 0.38
H 1.931 0.575 -0.682 0.25
H 1.767 -1.699 -0.107 0.19
H 1.054 -2.118 1.476 0.22
H 2.411 -0.972 1.422 0.20

On energetic grounds, arrangement Q is preferred over the next structure by 0.1609 hartree.